The following is a DFT calculation (ωB97M-V with the def2-TZVPD basis set) of C15H26F6NO3P2Sr as an isolated structure.

- Total charge: +1
- Frontier orbital gap: 4.019 eV
- HOMO level: -7.9 eV
- Relative energy (zero: lowest compared OMol25 entry of this formula, charge and spin): 4.676 eV

XYZ file:
```
54
Properties=species:S:1:pos:R:3:mulliken_charge:R:1
Sr 0.723 1.457 -0.227 1.37
P 2.665 -1.394 0.180 0.62
C 2.561 -1.761 -1.565 -1.28
C 1.326 -1.838 -2.252 0.69
N 0.196 -1.165 -1.786 0.33
C -1.000 -1.527 -2.249 0.21
C -1.137 -2.503 -3.235 -0.77
C -0.012 -3.041 -3.875 -0.54
C 1.248 -2.617 -3.472 -1.01
C -2.323 -0.951 -1.778 -0.68
P -2.371 0.701 -1.009 0.46
H 2.195 -2.982 -3.934 0.33
H -2.137 -2.790 -3.514 0.39
H -0.125 -3.788 -4.675 0.38
H -2.973 -0.946 -2.666 0.45
H -2.813 -1.642 -1.068 0.41
H 3.231 0.777 -2.472 0.26
H 3.461 -1.816 -2.197 0.36
H 0.649 5.737 -0.999 0.33
O 2.421 1.269 -2.250 -0.42
H 2.522 1.965 -2.941 0.24
H -0.037 2.608 2.385 0.36
O 0.482 4.855 -1.419 -0.62
H -0.426 4.651 -1.042 0.32
C -2.898 1.681 -2.488 -1.53
H -3.836 1.303 -2.942 0.42
H -3.040 2.732 -2.183 0.43
H -2.056 1.585 -3.188 0.37
C -4.080 0.649 -0.287 -1.25
H -4.152 1.392 0.525 0.33
H -4.870 0.869 -1.033 0.38
H -4.222 -0.360 0.125 0.39
C 2.565 -3.130 0.712 -1.22
H 3.459 -3.716 0.485 0.38
H 2.310 -3.239 1.770 0.37
H 1.742 -3.488 0.090 0.30
C 4.444 -1.090 0.369 -1.33
H 4.602 -0.780 1.409 0.38
H 5.019 -1.998 0.172 0.38
H 4.747 -0.279 -0.303 0.26
C -2.014 0.907 4.008 -1.62
C -0.619 1.182 3.577 0.55
O -0.394 1.723 2.147 -0.14
C 0.041 2.262 4.537 0.46
F 0.159 1.870 5.837 -0.22
F 1.280 2.725 4.138 -0.21
F -0.726 3.402 4.507 -0.23
C 0.141 -0.154 3.502 0.62
F 0.012 -0.992 4.576 -0.26
F -0.390 -0.854 2.415 -0.21
F 1.471 0.052 3.228 -0.22
H -2.627 1.801 3.913 0.41
H -1.957 0.570 5.046 0.42
H -2.436 0.112 3.397 0.40
```

***

The following is a DFT calculation (ωB97M-V with the def2-TZVPD basis set) of C15H26InN14O3Te as an isolated structure.

- Total charge: -1
- Frontier orbital gap: 7.637 eV
- HOMO level: -5.4 eV
- Relative energy (zero: lowest compared OMol25 entry of this formula, charge and spin): 0.000 eV

XYZ file:
```
60
Properties=species:S:1:pos:R:3:mulliken_charge:R:1
In 0.515 0.542 0.556 1.67
N 1.529 2.478 1.496 -0.42
C 1.837 2.088 2.889 -0.57
C 0.643 1.338 3.494 0.57
O 0.270 1.621 4.634 -0.78
N 0.119 0.435 2.663 -0.18
C -1.226 -0.049 2.897 -0.76
C -2.158 0.238 1.700 0.60
O -3.321 -0.130 1.760 -0.78
O -1.632 0.858 0.684 -0.79
H 2.362 2.760 0.992 0.25
H 0.868 3.250 1.466 0.10
H 2.043 2.948 3.525 0.39
H 2.704 1.426 2.868 0.25
H -1.660 0.422 3.780 0.52
H -1.245 -1.132 3.052 0.09
N 2.725 0.530 -2.318 -0.04
C 3.280 0.150 -1.112 0.43
N 4.542 -0.212 -0.985 -0.59
N 4.686 -0.454 0.335 -0.74
N 3.581 -0.250 0.959 -0.49
N 2.643 0.144 0.056 0.50
C 1.389 0.786 -2.534 0.37
N 0.877 0.893 -3.746 -0.48
N -0.427 1.171 -3.536 -0.91
N -0.686 1.225 -2.280 -0.22
N 0.463 0.980 -1.592 0.35
H 3.269 0.325 -3.139 0.25
C -0.878 6.205 -0.207 -1.09
Te -1.019 4.149 -0.794 0.32
C 0.359 4.456 -2.394 -0.99
H 0.133 6.448 0.112 0.33
H -1.565 6.360 0.623 0.32
H -1.168 6.844 -1.038 0.28
H -0.040 5.200 -3.079 0.37
H 0.475 3.513 -2.922 0.25
H 1.320 4.780 -2.001 0.32
C -3.350 -3.314 -1.139 -0.71
C -3.007 -1.906 -1.575 -0.73
N -1.791 -1.466 -0.923 0.21
C -0.873 -2.247 -0.318 0.35
N 0.142 -1.685 0.294 0.02
C 1.162 -2.518 0.930 -0.81
C 0.619 -3.871 1.343 -0.85
C -0.050 -4.502 0.140 -0.62
N -1.069 -3.603 -0.367 0.15
C -2.099 -4.165 -1.222 -0.62
H -4.133 -3.727 -1.777 0.39
H -3.708 -3.303 -0.107 0.29
H -3.801 -1.213 -1.296 0.37
H -2.887 -1.860 -2.662 0.32
H -1.729 -0.472 -0.728 -0.06
H 1.548 -1.978 1.795 0.41
H 2.006 -2.656 0.245 0.21
H -0.114 -3.752 2.144 0.26
H 1.428 -4.508 1.705 0.43
H -0.544 -5.437 0.413 0.41
H 0.697 -4.733 -0.632 0.25
H -2.300 -5.177 -0.865 0.38
H -1.755 -4.240 -2.262 0.25
```

***

The following is a DFT calculation (ωB97M-V with the def2-TZVPD basis set) of C15H26IrN6O7 as an isolated structure.

- Total charge: +1
- Frontier orbital gap (spin up / spin down): 5.729 / 5.565 eV
- Spin multiplicity: 5
- HOMO level (spin up / spin down): -9.2 / -11.3 eV

XYZ file:
```
55
Properties=species:S:1:pos:R:3:mulliken_charge:R:1
O -1.806 4.299 -1.726 -0.50
H -2.456 5.041 -1.790 0.28
Ir -0.333 0.200 -0.398 -0.14
N -2.163 0.253 0.389 0.96
N -0.269 1.687 1.120 0.94
N 0.243 -0.777 -2.091 0.15
N 1.669 0.383 -0.536 0.44
O -3.040 -0.570 0.004 -0.61
O -0.620 -1.056 -3.191 -0.53
O 2.425 0.887 0.456 -0.58
O 0.749 2.432 1.437 -0.76
C -1.439 2.006 1.730 0.44
C -2.534 1.271 1.252 0.09
C 1.532 -0.809 -2.449 0.43
C 2.385 -0.182 -1.535 0.41
C -3.969 1.620 1.539 -1.57
H -4.261 2.461 0.872 0.27
H -4.088 1.961 2.588 0.41
H -4.680 0.801 1.349 0.39
C -1.370 3.116 2.719 -1.37
H -0.926 4.008 2.243 0.28
H -0.754 2.820 3.589 0.29
H -2.363 3.385 3.096 0.42
C 1.906 -1.482 -3.694 -1.48
C 3.870 -0.158 -1.562 -1.66
H 1.199 -1.363 -4.516 0.43
H 2.065 -2.550 -3.512 0.25
H 2.872 -1.077 -3.991 0.39
H 4.250 0.337 -0.668 0.38
H 4.151 0.412 -2.457 0.37
H 4.323 -1.157 -1.611 0.34
H -1.575 -1.107 -2.883 0.39
H 1.799 1.643 0.840 0.52
C -0.603 4.932 -1.985 -0.48
H -0.270 5.607 -1.198 0.27
H -0.614 5.416 -2.966 0.32
H 0.080 4.071 -1.927 0.11
O -1.269 1.154 -2.019 -0.48
H -1.563 2.106 -1.940 0.19
H -0.755 1.042 -2.853 0.43
N 0.993 -5.989 2.114 -0.37
C 1.002 -4.875 2.943 0.10
O 1.252 -4.877 4.146 -0.57
C 0.610 -3.638 2.210 1.02
C -0.120 -3.721 1.022 -1.05
C -0.455 -2.541 0.390 -0.08
N -0.004 -1.369 0.865 -0.11
C 0.614 -1.255 2.048 0.15
C 0.946 -2.394 2.762 -0.94
H 1.397 -6.828 2.493 0.26
H 1.100 -5.853 1.124 0.21
H -0.416 -4.671 0.583 0.47
H -1.056 -2.504 -0.505 0.46
H 0.860 -0.252 2.373 0.50
H 1.477 -2.296 3.707 0.48
```

***

Repeat the third record exactly.
The following is a DFT calculation (ωB97M-V with the def2-TZVPD basis set) of C15H26IrN6O7 as an isolated structure.

- Total charge: +1
- Frontier orbital gap (spin up / spin down): 5.729 / 5.565 eV
- Spin multiplicity: 5
- HOMO level (spin up / spin down): -9.2 / -11.3 eV

XYZ file:
```
55
Properties=species:S:1:pos:R:3:mulliken_charge:R:1
O -1.806 4.299 -1.726 -0.50
H -2.456 5.041 -1.790 0.28
Ir -0.333 0.200 -0.398 -0.14
N -2.163 0.253 0.389 0.96
N -0.269 1.687 1.120 0.94
N 0.243 -0.777 -2.091 0.15
N 1.669 0.383 -0.536 0.44
O -3.040 -0.570 0.004 -0.61
O -0.620 -1.056 -3.191 -0.53
O 2.425 0.887 0.456 -0.58
O 0.749 2.432 1.437 -0.76
C -1.439 2.006 1.730 0.44
C -2.534 1.271 1.252 0.09
C 1.532 -0.809 -2.449 0.43
C 2.385 -0.182 -1.535 0.41
C -3.969 1.620 1.539 -1.57
H -4.261 2.461 0.872 0.27
H -4.088 1.961 2.588 0.41
H -4.680 0.801 1.349 0.39
C -1.370 3.116 2.719 -1.37
H -0.926 4.008 2.243 0.28
H -0.754 2.820 3.589 0.29
H -2.363 3.385 3.096 0.42
C 1.906 -1.482 -3.694 -1.48
C 3.870 -0.158 -1.562 -1.66
H 1.199 -1.363 -4.516 0.43
H 2.065 -2.550 -3.512 0.25
H 2.872 -1.077 -3.991 0.39
H 4.250 0.337 -0.668 0.38
H 4.151 0.412 -2.457 0.37
H 4.323 -1.157 -1.611 0.34
H -1.575 -1.107 -2.883 0.39
H 1.799 1.643 0.840 0.52
C -0.603 4.932 -1.985 -0.48
H -0.270 5.607 -1.198 0.27
H -0.614 5.416 -2.966 0.32
H 0.080 4.071 -1.927 0.11
O -1.269 1.154 -2.019 -0.48
H -1.563 2.106 -1.940 0.19
H -0.755 1.042 -2.853 0.43
N 0.993 -5.989 2.114 -0.37
C 1.002 -4.875 2.943 0.10
O 1.252 -4.877 4.146 -0.57
C 0.610 -3.638 2.210 1.02
C -0.120 -3.721 1.022 -1.05
C -0.455 -2.541 0.390 -0.08
N -0.004 -1.369 0.865 -0.11
C 0.614 -1.255 2.048 0.15
C 0.946 -2.394 2.762 -0.94
H 1.397 -6.828 2.493 0.26
H 1.100 -5.853 1.124 0.21
H -0.416 -4.671 0.583 0.47
H -1.056 -2.504 -0.505 0.46
H 0.860 -0.252 2.373 0.50
H 1.477 -2.296 3.707 0.48
```